The following is a quantum chemistry calculation of a 14-piece molecular cluster, C7H35NO13 overall at a distorted geometry, from the Open Molecules 2025 dataset.

Structure (ORCA input):
```
! RIJCOSX wB97M-V def2-TZVPD def2/J DEFGRID3
* xyz 0 1
C -3.32826 2.41723 -1.46763
C -2.68403 1.58478 -0.46321
C -1.34829 1.29726 -0.37814
N -1.11532 0.65244 0.82229
C -2.30940 0.53277 1.49129
C -3.34223 0.99222 0.65990
C -1.63978 -1.12499 3.23928
C -2.48499 -0.20315 2.72660
H -4.29890 2.86980 -1.14864
H -2.84356 3.26160 -1.95768
H -3.58331 1.88657 -2.41441
H -0.58414 1.62410 -1.09139
H -0.22530 0.59132 1.31896
H -4.37800 0.99222 0.99699
H -1.74312 -1.49889 4.23890
H -0.62319 -1.37429 2.97534
H -3.51147 -0.18628 2.96126
H 0.60488 -1.92287 -4.19472
H 1.71850 -2.11344 -5.32223
O 1.02431 -1.55492 -4.97051
H 1.37998 0.64949 -3.79356
H 1.03471 -0.34895 -2.62547
O 1.34750 0.54014 -2.83450
H 1.57540 4.08749 -1.20086
H 0.33964 3.71186 -0.64365
O 1.18497 4.07130 -0.31707
H 2.54090 2.14071 -0.67214
H 1.96013 0.98329 -1.54770
O 2.55391 1.17665 -0.72483
H 1.37355 1.04294 2.83429
H 0.36013 1.42917 3.90829
O 0.53279 0.76137 3.23833
H 1.77104 -2.30332 -0.06704
H 2.99822 -1.26548 -0.34663
O 2.62855 -2.13532 -0.49023
H -2.59947 -2.15553 0.05270
H -3.09932 -3.59180 0.25486
O -2.27693 -3.05019 0.19611
H -1.28477 -0.15507 -3.63057
H -1.73335 -1.28552 -2.69351
O -1.07560 -1.05306 -3.35140
H 4.71414 2.92714 0.48743
H 4.38800 1.75221 -0.42439
O 4.91199 2.58266 -0.38942
H 2.93113 0.45572 1.11997
H 2.87300 -0.65904 2.09885
O 2.93845 0.30008 2.07855
H -0.48667 -3.35465 0.92560
H 0.65197 -4.45100 0.85199
O 0.45086 -3.52591 0.70605
H 2.64478 -3.58328 -1.52868
H 1.43730 -3.76200 -2.33206
O 2.35899 -4.03560 -2.34813
H -1.74954 0.80381 4.33819
H -1.19737 1.11765 5.79852
O -1.68340 1.45855 5.04988
*
```

Computed properties:
**Frontier orbital gap**: 8.009 eV
**E_HOMO**: -8.16 eV
**LUMO energy**: -0.15 eV

Atomic partial charges in e from the Mulliken method, atoms 1 to 6: atom 1 (C): -1.398, atom 2 (C): 0.674, atom 3 (C): -0.653, atom 4 (N): 0.634, atom 5 (C): 0.682, atom 6 (C): -1.062